1.
C3H2BrF3 | ωB97M-V/def2-TZVPD

Geometry as XYZ:
```
9
Properties=species:S:1:pos:R:3
C -0.795 -0.592 0.760
C -1.859 0.172 0.503
C 2.136 -0.008 -0.633
F -0.886 -1.792 1.293
F -3.222 -0.067 0.574
F 1.638 1.154 -0.850
Br -1.667 2.054 -0.243
H 1.451 -0.829 -0.902
H 3.205 -0.090 -0.503
```

* largest force on an atom: 0.054 hartree/bohr
* Kohn-Sham gap (alpha / beta): 10.4 / 6.4 eV

Löwdin population analysis, charges in e, atoms 1 to 2:
1. C -0.07
2. C -0.60


2.
C3H2BrFN2 | ωB97M-V/def2-TZVPD

Geometry as XYZ:
```
9
Properties=species:S:1:pos:R:3
C 0.536 1.850 -0.182
C 1.105 0.635 0.267
C -0.124 0.015 0.391
N -0.770 1.614 -0.177
N -1.275 0.502 0.366
F -1.613 -3.091 -0.100
Br 2.770 -0.209 0.469
H 0.852 2.738 -0.828
H -1.481 -4.053 -0.206
```

* largest force on an atom: 0.062 hartree/bohr
* Kohn-Sham gap (alpha / beta): 7.8 / 7.8 eV

Löwdin population analysis, charges in e, atoms 1 to 2:
1. C -0.16
2. C -0.72


3.
C3H2BrN2S | ωB97M-V/def2-TZVPD

Geometry as XYZ:
```
9
Properties=species:S:1:pos:R:3
C 0.307 -1.310 0.372
C -0.482 0.930 0.254
C -2.289 -0.460 0.114
N 0.268 -0.090 0.203
N -1.877 0.780 0.126
S -2.667 2.303 0.000
Br -4.197 -0.646 -0.018
H 0.556 -1.970 -0.450
H -0.096 1.926 0.365
```

* largest force on an atom: 0.023 hartree/bohr
* Kohn-Sham gap: 7.1 eV
* net charge: -1

Löwdin population analysis, charges in e, atoms 1 to 2:
1. C 0.00
2. C -0.32


4.
C3H2BrNS | ωB97M-V/def2-TZVPD

Geometry as XYZ:
```
8
Properties=species:S:1:pos:R:3
C -0.018 -1.409 0.302
C -0.765 1.485 0.424
C 0.498 -0.721 -0.766
N -0.438 -2.074 1.145
S 0.456 2.468 0.450
Br 2.142 0.179 -0.547
H -1.748 1.047 0.672
H -0.127 -0.976 -1.681
```

* largest force on an atom: 0.061 hartree/bohr
* Kohn-Sham gap (alpha / beta): 6.3 / 6.3 eV

Löwdin population analysis, charges in e, atoms 1 to 2:
1. C -0.51
2. C -0.45


5.
C3H2CaFO3 | ωB97M-V/def2-TZVPD

Geometry as XYZ:
```
10
Properties=species:S:1:pos:R:3
C 1.150 -0.646 0.150
C 0.430 -0.032 1.336
O -0.641 0.511 0.937
C -0.765 0.332 -0.483
O 0.249 -0.357 -0.901
O -1.720 0.738 -1.050
Ca -2.950 1.111 -2.811
F 2.339 -0.156 -0.069
H 0.848 0.216 2.320
H 1.060 -1.718 0.570
```

* largest force on an atom: 0.063 hartree/bohr
* Kohn-Sham gap: 10.6 eV
* net charge: +3

Löwdin population analysis, charges in e, atoms 1 to 2:
1. C -0.23
2. C 0.29


6.
C3H2Cl2F12NO8P2S2V3 | ωB97M-V/def2-TZVPD

Geometry as XYZ:
```
35
Properties=species:S:1:pos:R:3
V -1.136 -18.106 -7.788
V 1.329 -16.881 -10.262
V 1.937 -19.857 -8.593
P -0.061 -18.986 -9.850
O 0.719 -18.159 -8.745
O -0.286 -19.815 -8.543
O 1.376 -19.047 -10.427
O -0.730 -17.561 -9.880
P 4.090 -16.764 -9.293
F 4.816 -15.483 -9.879
F 4.662 -16.507 -7.835
F 2.737 -15.881 -8.995
F 3.276 -18.078 -8.723
F 3.393 -17.058 -10.765
F 5.338 -17.691 -9.660
C -0.390 -21.078 -5.020
F -0.430 -21.379 -3.765
F 0.289 -22.013 -5.656
F -1.587 -21.004 -5.568
S 0.494 -19.403 -5.291
O 1.117 -18.988 -4.070
O 1.409 -19.726 -6.381
N -0.787 -18.335 -5.781
S -1.723 -17.973 -4.515
O -3.062 -17.838 -5.059
O -1.623 -18.784 -3.341
C -1.212 -16.228 -4.006
F -1.995 -15.874 -3.017
F 0.047 -16.147 -3.659
F -1.453 -15.441 -5.060
C 0.712 -23.301 -10.815
Cl 1.453 -21.996 -9.834
Cl 0.124 -22.683 -12.346
H 1.502 -24.011 -11.027
H -0.141 -23.707 -10.287
```

* largest force on an atom: 0.213 hartree/bohr
* Kohn-Sham gap (alpha / beta): 6.6 / 7.7 eV
* net charge: +1
* multiplicity: 10

Löwdin population analysis, charges in e, atoms 1 to 2:
1. V 1.09
2. V 1.17